[1]
20
Properties=species:S:1:pos:R:3 method="wB97M-V/def2-TZVPD" gap_ev=7.0091 total_charge=-1 homo_energy_ev=-3.82
O 2.88422 1.62299 2.59121
C 0.46980 0.63839 -1.60465
H 0.78871 -1.32052 2.81145
C -0.72463 0.25173 0.83733
C -0.19128 -1.85638 2.59690
S -1.43276 -0.64173 2.22881
H 0.17001 -0.44600 -2.02800
H -2.52083 0.35992 -0.34630
C -0.80702 1.36639 -1.33583
C 0.93999 0.58259 0.87083
H -0.54600 -2.44670 3.47488
C -1.47307 0.67049 -0.21308
S 2.10505 0.35655 2.54315
H -1.22256 1.44323 -2.31312
H 1.04094 1.09299 -2.41301
O 2.93784 -0.76625 2.05904
H -0.73250 2.42709 -1.24274
H 2.40370 0.85333 -0.56025
H -0.04600 -2.59797 1.65645
C 1.38305 0.68537 -0.34239

---

[2]
99
Properties=species:S:1:pos:R:3 method="wB97M-V/def2-TZVPD" s2=0.75 gap_ev="7.1814 / 7.1378" total_charge=+1 homo_energy_ev="-10.38 / -10.41" multiplicity=2
C 5.48482 4.95860 -3.57971
F 1.65791 -2.40307 -1.43748
N -0.91444 6.37921 -1.00469
C 0.20941 -0.79490 4.93248
O -1.53372 -1.48626 -1.51292
C 1.33817 -2.32516 -0.10093
C -1.32622 2.43511 0.23014
O -1.83315 -2.06633 0.68556
H 3.51837 -1.27590 -1.41298
C 6.10109 1.89490 0.67849
H 6.02942 -0.21500 -1.16689
N -0.15746 -4.31787 4.12032
H 3.50906 1.36585 2.92615
H 6.58034 1.90648 -2.48474
C 3.79007 0.94521 0.85453
N 5.01149 5.15897 0.08431
C 3.34220 1.83711 1.95496
C 0.47764 -1.81824 2.79094
H -5.81937 -4.11343 -0.34157
C 1.17459 4.41251 -1.77326
H -4.35464 1.33530 2.26457
C -2.29997 3.39117 0.54374
C -2.72319 -2.18006 -1.38408
C -4.01400 -3.22995 0.34815
C -3.51212 1.69030 1.68830
O 0.66864 -3.38255 6.00011
H 0.11653 -0.88686 6.00639
H 2.92606 3.56906 -2.69564
C -4.93827 -3.55927 -0.63666
H -0.68769 -7.37673 3.92186
H 2.27973 2.02614 1.84665
H 0.79362 -5.91966 5.04510
H 6.17351 2.07507 1.74780
F 2.47891 -2.64081 0.56563
H -4.17435 3.73268 1.52713
S -2.24414 7.05699 -0.39585
C 0.29640 -3.27918 4.84569
C -5.84211 -3.63003 -2.99489
N 5.32463 4.17413 0.82513
H -7.96008 -3.30534 -3.31834
B -1.00240 -1.42514 -0.23106
H 6.28231 3.21104 -4.55069
N 0.51846 -0.63360 2.16658
N -1.43490 1.15638 0.62545
C -3.63392 -2.50147 -2.36546
H 1.32542 5.42739 -2.11746
H 3.86034 2.79477 1.94135
C 5.28106 4.82409 -1.22729
C -2.09726 4.75036 0.08714
C 2.05014 3.39963 -2.08489
C -2.90192 -2.53126 -0.06219
C 5.99971 3.64469 -3.60051
C -3.41575 3.00035 1.28445
H -6.70078 -5.47726 -3.73731
C -0.13565 2.80067 -0.54916
H 0.57834 -2.69484 2.17357
H -4.58792 -3.53157 -4.77969
N 5.82507 3.16672 0.06213
H -2.53374 -0.22995 1.65462
H 7.04904 1.49871 0.31939
N -2.91204 5.76923 0.30628
H -6.31833 -3.44331 -5.08514
H -4.15932 -3.51645 1.38111
C 0.05094 4.11107 -1.00558
H -7.15735 -1.97235 -2.47677
C -5.92338 -5.16239 -3.03826
H -7.53489 -3.46802 -1.61706
H -6.16311 -5.57998 -2.05989
H -4.97493 -5.59236 -3.36503
C 5.79445 3.52780 -1.25607
N 0.75457 1.82787 -0.81429
H 4.74331 6.57926 -2.36756
C 0.22174 0.43139 4.29131
C 0.37063 0.46652 2.91956
C -5.52865 -3.12533 -4.40339
C 1.79889 2.12812 -1.58420
H -0.90047 -5.67626 5.52675
Ru 0.72719 -0.37866 0.12915
C -7.20294 -3.05884 -2.57176
C -0.94966 5.10134 -0.66485
C 5.12208 5.56673 -2.40071
C -2.49427 0.80462 1.34113
N 5.06932 0.91324 0.39479
C -0.20246 -5.65038 4.68415
F 0.53399 -3.39989 0.11846
C 5.11717 0.00098 -0.63903
H -0.56594 -4.20240 3.20647
C 3.87009 -0.50843 -0.74829
H 0.11384 1.35919 4.83497
H -3.45133 -2.20628 -3.38802
H 2.47933 1.32272 -1.81756
H 0.36480 1.40633 2.38880
O -0.62996 -6.46535 3.62064
H -5.47686 -2.03520 -4.44154
H 5.38778 5.49430 -4.51429
N 3.04140 0.09021 0.18906
C -4.77419 -3.21167 -1.98310
C 6.16716 2.90447 -2.45132
C 0.31802 -1.93973 4.15860

---

[3]
96
Properties=species:S:1:pos:R:3 method="wB97M-V/def2-TZVPD" gap_ev=6.6562 homo_energy_ev=-6.62
C -1.87177 -1.96431 0.63822
C 0.04845 -4.43215 -1.15017
C 0.62912 -3.22983 -2.94358
H 0.94653 2.18722 1.32910
H -4.14408 -2.42555 -0.55988
Si 1.00266 -1.77194 3.99184
H 1.85625 -2.44780 6.23565
H 0.46856 -4.12766 3.44520
C -0.57471 -6.01299 0.52520
H 4.77624 0.44853 0.80877
H 0.41117 1.72576 -4.02847
H 3.14298 0.90243 4.73732
H 0.23432 -4.07216 0.96718
C -2.61096 -0.34839 -0.95789
C 0.09389 7.05818 -1.32283
N -2.97836 0.36824 1.74571
H 0.68575 0.48340 4.97574
C 1.22896 -2.13384 -3.72646
H -1.45445 1.34235 0.71067
C -3.97280 0.64724 0.70854
H -0.63674 3.46905 0.35756
S 0.06226 -4.70057 -3.69555
H -0.99881 -3.16667 3.24306
C 3.78609 1.00207 3.86017
H 2.75600 0.84049 -3.39387
C -0.89203 3.45426 -0.70350
C -4.18128 -1.66847 0.22611
H 4.34810 2.16667 0.84398
H 3.11827 0.50491 -5.76851
C -0.27466 2.27749 -3.38915
H 1.97935 3.15362 2.39709
H -1.11121 -2.17291 1.38827
H -0.67692 -6.28628 1.56721
C 1.66665 -0.98164 -3.03469
H -1.83398 -2.72783 -0.14164
C -0.07625 -4.76877 0.19748
C 2.31051 -2.21982 5.26703
H 2.22822 -1.51147 -6.90882
H 0.78743 7.78401 -0.91806
H -2.39578 4.47417 -2.72470
H 0.67968 5.52312 0.05354
N -1.56087 -0.64992 0.03957
H -3.77951 1.63592 0.28614
H -0.44390 -3.59910 4.85639
H 4.56789 0.24402 3.93037
H 4.25533 1.98903 3.90460
H 2.71096 2.68365 -2.21216
N -3.94150 -0.34848 -0.36912
H 3.01817 -1.40107 5.40586
H -1.05400 -7.33258 -2.57572
C 1.50180 2.17649 2.27074
Si 2.79957 0.80052 2.27061
H -1.32690 -7.89859 -0.18506
H -4.96712 0.64860 1.15780
C -1.68750 5.19615 -2.33373
H -5.17588 -1.67711 0.67467
C -1.62950 6.46906 -2.88205
As 1.98796 -1.33376 1.94211
H -2.49623 -1.19218 3.05620
C -0.85314 4.83377 -1.27817
H 0.77564 2.04571 3.07631
H -2.56567 -1.09983 -1.75123
H 1.05012 -3.21907 -5.59588
H -2.28835 6.73247 -3.69953
C 1.95267 3.24017 -1.66475
C -1.65983 0.35902 1.12995
N -3.19245 -1.99578 1.25340
H -2.40479 0.63260 -1.39483
C -0.10755 -3.29604 3.86087
C 2.07605 -1.36888 -5.84693
C -0.28940 -5.36333 -2.13463
H -0.77193 0.04358 4.09492
C -0.93899 -6.92921 -0.46807
C 3.94154 1.15202 0.80929
C -3.24222 -0.96434 2.29287
H 3.42146 1.03539 -0.14766
H 2.33028 3.43771 -0.66152
H -4.23176 -0.97198 2.75334
As 0.34525 2.14485 -1.54587
H 1.75173 4.18044 -2.17592
C -0.79265 -6.61851 -1.80624
H -0.44917 -0.66374 5.68200
H -0.89262 0.12519 1.87152
C 0.03420 5.78489 -0.77746
H -0.32952 3.31835 -3.70564
C 2.56756 -0.23909 -5.20355
H -1.89234 3.02527 -0.79596
C 2.35355 -0.06396 -3.84233
H 2.87890 -3.09226 4.93895
H -1.26047 1.81735 -3.47337
Ca 0.81377 -0.98247 -0.69693
C -0.73552 7.40383 -2.38062
N 0.52915 -3.22485 -1.64116
C 0.01516 -0.34770 4.74296
H -0.69064 8.39781 -2.80574
C 1.41058 -2.32218 -5.10245

---

[4]
14
Properties=species:S:1:pos:R:3 method="wB97M-V/def2-TZVPD" gap_ev=9.9274 homo_energy_ev=-9.08 smiles="O=C1CNC[C@@H]1O"
N 1.32278 0.54745 0.41751
H -1.90701 0.16296 0.73085
C 0.90943 0.64499 -0.97246
C 0.22583 0.06023 1.27333
O -1.32966 0.44994 -1.92116
O -1.05074 -1.66916 0.20561
H 0.50508 -0.84325 1.82426
H 1.07438 1.64357 -1.39747
H 1.40849 -0.07307 -1.63982
C -0.57543 0.33291 -0.98531
C -0.95990 -0.26254 0.37280
H -0.04729 0.83065 2.00367
H 2.16764 0.01049 0.53650
H -1.74358 -1.83517 -0.44831

---

[5]
6
Properties=species:S:1:pos:R:3 method="wB97M-V/def2-TZVPD" gap_ev=8.4541 homo_energy_ev=-9.39 smiles="Cl[C@@H]1C=P1"
C -0.09873 -0.93005 0.23541
Cl 0.43170 1.25161 -1.46617
H 0.86316 0.95569 0.82463
H 0.10962 -1.72169 -0.46353
P -1.56914 -0.03380 0.67034
C 0.26340 0.47824 0.19933

---

[6]
8
Properties=species:S:1:pos:R:3 method="wB97M-V/def2-TZVPD" s2=0.76 gap_ev="7.6756 / 5.9485" total_charge=+1 homo_energy_ev="-13.63 / -13.44" multiplicity=2
H 1.05392 1.82394 0.74495
C 0.53127 0.86286 0.72151
O 0.51985 0.45170 -0.65170
H -1.28646 -1.44581 -1.98211
H 1.12523 0.12215 1.27094
Pb -1.03834 -2.34667 -0.25481
O -0.41880 -0.40085 -0.97417
H -0.48666 0.93268 1.12539

---

Record-wise ΔE to the lowest compared entry with this formula, charge and spin values, in kcal/mol: 0.00; 40.31; 0.00; 32.93; 37.45; 3.27
Record-wise energy values, in eV: -33168.627; -89943.121; -210246.413; -9845.852; -23914.704; -10430.471